[1]
ORCA calculation (ωB97M-V/def2-TZVPD) on a molecular structure, C38H56BaN7O3Si3.

The value obtained for the gap between HOMO and LUMO is 5.01 eV. The charge is -1. The spin multiplicity is 1. The calculation puts the lowest unoccupied orbital energy at 0.0761 hartree. As for the total energy: -2984.944862 Eh.

```
108
Properties=species:S:1:pos:R:3:forces:R:3
Ba 0.6965 -0.4417 -0.5306 0.42 0.54 0.47
C 4.2033 0.3185 0.2252 -0.13 0.14 0.00
C 3.4597 1.3266 1.0729 -0.15 -0.09 -0.11
C 4.1183 2.3616 1.7272 0.04 -0.03 0.04
C 3.3867 3.2327 2.5130 -0.05 0.01 0.00
C 2.0105 3.0951 2.5886 0.06 0.07 0.00
C 1.4129 2.0801 1.8579 -0.47 -0.20 -0.04
N 2.1361 1.1965 1.1691 -0.16 0.09 0.20
C -0.1068 1.9535 1.8099 0.28 -0.13 0.05
C -0.9177 3.0611 2.0403 0.14 0.05 -0.10
C -2.2885 2.8949 2.0152 -0.07 -0.10 0.00
C -2.8269 1.6388 1.7845 -0.16 0.05 -0.15
C -1.9713 0.5782 1.5255 0.18 -0.24 0.00
N -0.6431 0.7587 1.5333 0.04 -0.01 0.46
C -2.4859 -0.8264 1.2343 0.41 0.52 0.25
C -3.7894 -1.1900 1.5308 -0.10 -0.02 0.02
C -4.1938 -2.4864 1.2498 -0.01 0.13 0.02
C -3.2886 -3.3704 0.7022 0.08 -0.09 -0.03
C -1.9857 -2.9418 0.4521 -0.04 0.09 0.01
C -0.9571 -3.8456 -0.1514 -0.03 -0.04 -0.02
N -1.6073 -1.6932 0.7219 -0.10 0.27 0.08
H 5.1871 0.7053 -0.0422 0.01 -0.02 0.02
H 3.6763 0.0848 -0.7109 0.05 0.14 0.28
H 4.3349 -0.6181 0.7706 0.01 0.00 0.02
H 5.1895 2.4686 1.6177 0.01 0.02 0.03
H 3.8797 4.0338 3.0488 0.02 -0.01 0.01
H 1.4185 3.7700 3.1895 0.01 0.03 -0.01
H -0.4786 4.0391 2.1715 -0.03 0.01 0.02
H -2.9448 3.7432 2.1563 0.01 0.01 -0.01
H -3.8981 1.5083 1.7405 0.00 0.03 -0.01
H -4.4790 -0.4885 1.9762 -0.01 0.01 -0.03
H -5.2115 -2.7925 1.4559 0.01 -0.02 0.01
H -3.5673 -4.3888 0.4659 -0.02 0.01 0.01
H -1.2171 -4.8927 0.0039 0.01 -0.01 -0.03
H 0.0275 -3.6428 0.2678 0.00 0.01 0.03
H -0.8844 -3.6546 -1.2243 0.00 0.02 -0.01
C 1.7947 -1.5157 3.2226 -0.03 0.05 0.03
C 2.5781 -2.1920 2.1295 0.08 -0.09 -0.28
C 3.7719 -2.8361 2.3951 0.09 0.00 0.03
C 4.4291 -3.4509 1.3205 0.10 -0.03 0.11
C 3.9040 -3.4293 0.0585 -0.16 0.13 -0.04
C 2.6530 -2.7671 -0.1846 -0.01 -0.10 0.26
N 2.0538 -2.1426 0.9028 0.28 -0.74 -0.02
N 2.0178 -2.6805 -1.3494 0.22 -0.15 0.57
Si 2.3522 -3.5279 -2.7930 0.04 0.19 0.19
C 1.0056 -3.1990 -4.0348 -0.16 0.07 -0.12
C 2.3975 -5.3845 -2.5153 0.01 -0.19 0.05
C 3.9600 -3.0195 -3.6083 0.16 0.05 -0.08
H 1.4934 -2.2412 3.9815 0.01 -0.01 0.00
H 0.8998 -1.0466 2.8157 0.01 0.00 -0.02
H 2.3942 -0.7487 3.7183 0.01 0.00 0.00
H 4.1778 -2.8561 3.3979 0.01 -0.03 0.00
H 5.3771 -3.9513 1.4920 -0.01 -0.01 0.00
H 4.4246 -3.8971 -0.7657 0.00 -0.02 -0.02
H 0.0133 -3.4269 -3.6393 -0.01 -0.01 0.00
H 1.1647 -3.8093 -4.9283 -0.02 0.00 -0.01
H 1.0138 -2.1506 -4.3413 0.01 0.01 0.00
H 1.4874 -5.7131 -2.0063 -0.02 -0.01 -0.02
H 3.2443 -5.6968 -1.9007 0.01 0.00 0.00
H 2.4608 -5.9126 -3.4709 0.00 -0.02 0.01
H 3.9608 -1.9352 -3.7450 -0.01 0.01 -0.02
H 4.0573 -3.4886 -4.5918 0.04 0.01 -0.01
H 4.8394 -3.2848 -3.0174 0.01 -0.01 0.00
C -4.3126 -0.3336 -2.0952 -0.04 -0.07 0.05
Si -3.6195 0.9324 -3.3293 -0.20 -0.19 -0.10
C -2.7725 -0.1303 -4.7104 0.02 -0.02 -0.01
C -5.1216 1.6114 -4.2575 -0.09 0.02 -0.06
C -2.6170 2.1314 -2.5120 0.01 -0.17 0.34
Si -1.7389 3.4900 -3.2382 0.25 0.23 -0.08
C -0.3630 3.0577 -4.4861 0.05 -0.02 -0.01
C -2.8274 4.6650 -4.2519 -0.09 0.09 -0.02
C -0.9152 4.5475 -1.9085 0.03 0.09 0.02
H -4.8226 -1.1630 -2.5950 -0.03 0.01 0.00
H -5.0294 0.1610 -1.4329 0.00 -0.01 0.01
H -3.5263 -0.7593 -1.4640 0.01 -0.01 -0.01
H -2.9573 -1.2071 -4.6181 -0.02 0.00 -0.01
H -1.6902 0.0281 -4.7410 0.00 0.01 -0.04
H -3.1522 0.1704 -5.6913 -0.01 0.00 -0.01
H -5.7252 0.8114 -4.6993 -0.01 0.00 0.01
H -4.8005 2.2683 -5.0704 0.00 0.02 0.00
H -5.7492 2.2023 -3.5865 -0.02 -0.01 0.00
H -2.2996 1.8657 -1.4986 -0.01 0.01 0.01
H -0.7927 2.7655 -5.4503 0.00 0.00 0.00
H 0.2225 2.2112 -4.1256 0.03 -0.04 0.01
H 0.3242 3.8930 -4.6644 -0.03 0.03 -0.03
H -3.2740 4.1493 -5.1067 -0.01 -0.01 -0.01
H -2.2518 5.5109 -4.6420 0.00 0.01 0.00
H -3.6452 5.0500 -3.6373 0.00 0.03 -0.01
H -0.3463 3.9338 -1.2063 0.00 -0.02 0.01
H -1.6731 5.0980 -1.3422 0.00 0.00 0.01
H -0.2173 5.2738 -2.3389 -0.02 0.03 0.02
O -0.9328 -1.0367 -2.2623 -0.29 -0.37 -1.42
H -0.1048 -0.8885 -2.7781 -0.60 -0.05 -0.29
H -1.6270 -0.7208 -2.8616 0.03 0.05 0.17
C 3.6882 5.0366 -2.4064 0.03 -0.05 0.00
N 3.2328 3.6641 -2.5317 0.02 0.17 -0.16
C 3.6117 2.8937 -3.5892 0.02 0.06 -0.01
C 3.1616 1.6407 -3.7478 0.02 0.10 0.05
C 2.1969 1.1567 -2.7825 -0.42 -0.26 -0.03
O 1.6575 0.0184 -2.9444 0.33 0.42 -0.24
N 1.8669 1.9107 -1.7093 0.24 -0.02 -0.48
C 2.3844 3.1574 -1.5367 -0.28 -0.41 0.25
O 2.1489 3.8591 -0.5565 0.09 0.05 0.01
H 3.9170 5.4231 -3.3987 0.03 0.01 0.01
H 4.5754 5.1052 -1.7724 0.00 0.02 0.01
H 2.9011 5.6310 -1.9510 -0.02 -0.02 -0.01
H 4.2859 3.3689 -4.2913 0.01 -0.01 0.00
H 3.4419 1.0303 -4.5909 -0.02 -0.02 -0.01
```
Forces are in eV/Å.

Mulliken population analysis, charges in e, atoms 1 to 5: Ba 1.393; C -0.930; C 0.226; C -0.787; C -0.862


[2]
ORCA calculation (ωB97M-V/def2-TZVPD) on 2 unconnected molecules or ions with the total composition C38H56ClF6I2N4O5.

The value obtained for the gap between HOMO and LUMO is 3.54 eV. The charge is -1. The spin multiplicity is 1. The calculation puts the lowest unoccupied orbital energy at 0.0536 hartree. As for the total energy: -3731.499179 Eh.

```
112
Properties=species:S:1:pos:R:3:forces:R:3
C 1.0703 -2.0506 2.4578 -0.05 0.11 -0.20
C 0.2925 -0.8152 2.9512 0.57 -0.45 0.49
C 0.6556 0.5684 2.3815 -1.23 -1.03 -0.53
I 2.7950 0.6690 2.4555 0.02 0.26 0.01
C -0.0165 0.9486 0.9870 2.37 1.47 -1.14
C -0.2016 -0.2033 -0.0181 -0.52 -0.26 0.79
C -1.1114 -1.3809 0.2823 -0.22 -0.70 -0.75
C -0.9413 -2.4558 -0.8072 -0.07 0.10 0.38
C -1.2595 -1.9576 -2.2151 0.12 -0.57 -0.20
N -2.1964 -2.7985 -2.9731 -0.45 -0.25 -0.75
C -2.3761 -2.6178 -4.3280 -1.18 -1.24 -0.17
C -3.3486 -3.5240 -4.7884 0.90 0.64 1.41
C -3.7756 -4.2707 -3.6506 1.05 0.95 0.65
C -3.0416 -3.7977 -2.5395 -0.58 -0.04 -1.57
N 1.0348 1.7489 0.2403 -0.94 0.30 -0.55
C 0.9161 3.1057 0.3095 -0.13 -0.75 0.60
O 1.6911 3.8901 -0.1785 0.07 0.45 -0.41
C -0.2710 3.4547 1.2120 1.03 0.69 0.42
C -0.9160 4.7702 0.7056 -0.63 -0.05 -0.62
C -0.8514 5.0978 -0.8046 0.17 0.42 0.03
C 0.1259 6.2232 -1.1153 -0.37 0.04 -0.05
Cl -0.6436 7.8195 -0.7414 0.10 0.02 0.12
C 0.5192 3.7935 2.5327 -0.19 -0.02 0.25
C -0.2173 4.0949 3.8257 -0.20 -0.17 0.19
C -0.1074 3.0622 4.9170 0.19 0.36 -0.09
N -0.8329 5.1722 4.0924 0.07 0.07 -0.24
C -1.0913 2.1223 1.1231 -1.19 -0.21 0.58
C -2.0362 2.2941 -0.1137 0.25 -0.96 0.06
C -2.9687 1.1649 -0.5458 -0.66 0.32 -0.41
C -4.0114 1.6994 -1.5257 0.49 0.04 -0.15
I -3.1033 2.1141 -3.4426 -0.07 0.01 0.08
C -2.0845 1.7569 2.2298 0.30 0.80 -0.42
O -2.1982 0.6344 2.6032 -0.22 -1.13 0.43
C -3.1449 2.6884 2.8778 -0.07 0.24 0.26
F -3.0470 3.9799 2.5145 -0.08 0.03 -0.06
F -2.9825 2.6250 4.2212 0.03 0.04 -0.21
C -4.6226 2.2963 2.6112 -0.18 0.16 0.22
F -4.9076 2.4143 1.2837 0.14 0.06 0.16
F -5.3778 3.2266 3.2542 0.10 -0.15 -0.10
C -5.1538 0.9193 3.0789 -0.30 -0.25 -0.25
F -4.7373 0.6206 4.3088 0.12 0.12 0.03
F -4.7597 -0.0499 2.2257 0.09 0.00 -0.03
C -6.7123 0.9465 3.0793 0.99 -0.04 -1.00
O -7.3181 1.0219 4.0715 -0.98 0.00 1.73
O -7.2699 0.7927 1.8598 -0.23 0.11 -0.42
H 0.4310 -2.9307 2.5029 -0.08 -0.11 0.08
H 1.4437 -1.9923 1.4340 0.11 -0.01 -0.12
H 1.9319 -2.2515 3.0851 0.15 0.02 0.05
H -0.7673 -1.0089 2.8671 -0.11 0.28 -0.03
H 0.4954 -0.7475 4.0217 -0.11 0.10 0.14
H 0.2687 1.2830 3.0904 0.36 0.20 0.18
H -0.5003 0.2686 -0.9517 -0.05 0.02 -0.18
H 0.7935 -0.6143 -0.2095 0.18 -0.05 0.17
H -2.1717 -1.1425 0.3053 -0.09 0.38 0.21
H -0.8845 -1.8756 1.2134 0.06 0.15 0.04
H -1.5947 -3.2802 -0.5351 -0.05 -0.07 -0.06
H 0.0745 -2.8509 -0.7510 0.18 0.04 -0.13
H -0.3401 -1.9411 -2.7921 0.17 0.07 -0.14
H -1.6498 -0.9435 -2.2422 -0.14 0.11 0.16
H -1.8451 -1.8847 -4.9077 0.25 0.12 0.22
H -3.6897 -3.6314 -5.8020 0.00 0.04 -0.09
H -4.5214 -5.0465 -3.6503 0.02 -0.07 0.16
H -3.0912 -4.1020 -1.5131 0.04 -0.04 0.08
H 1.2568 1.4567 -0.7042 0.58 -0.46 0.31
H -1.9608 4.8087 0.9749 -0.06 -0.08 0.19
H -0.4944 5.6337 1.2096 0.32 -0.07 0.18
H -1.8261 5.4535 -1.1323 -0.19 -0.16 -0.08
H -0.6029 4.2582 -1.4456 0.12 -0.15 0.07
H 1.0240 6.1541 -0.5209 0.17 0.00 -0.01
H 0.3616 6.2689 -2.1705 0.12 -0.03 -0.11
H 1.1065 4.6754 2.2870 -0.01 0.14 -0.15
H 1.2703 3.0403 2.7516 -0.02 -0.22 -0.10
H -0.5632 3.4569 5.8170 -0.13 -0.07 0.11
H -0.5693 2.1183 4.6441 -0.08 -0.13 0.05
H 0.9507 2.8756 5.1013 0.10 -0.15 0.04
H -0.7976 5.8040 3.2907 -0.05 0.05 0.06
H -1.3890 2.4995 -0.9595 -0.02 0.29 -0.15
H -2.6867 3.1415 0.0751 0.18 0.36 -0.06
H -2.4685 0.3726 -1.0741 0.26 -0.22 0.18
H -3.5339 0.7160 0.2670 0.14 -0.07 0.22
H -4.4338 2.6466 -1.2158 -0.20 0.05 0.05
H -4.7790 0.9686 -1.7392 -0.14 -0.04 -0.01
H -7.2611 1.6282 1.3749 0.10 -0.07 -0.17
C 3.2765 -2.2908 -3.5656 -0.15 -0.11 -0.25
C 3.5724 -3.4479 -2.5891 0.08 0.15 -0.14
C 4.7526 -4.2564 -3.1373 0.25 -0.21 -0.05
C 6.1105 -3.5708 -3.0263 0.08 0.00 0.03
C 6.1807 -2.6208 -1.8257 0.11 0.05 -0.17
C 5.1650 -2.9150 -0.7133 0.08 -0.26 -0.05
N 3.8232 -2.8372 -1.2698 -0.22 0.53 0.01
O 2.8015 -3.0571 -0.3207 0.07 0.04 0.02
C 5.3435 -1.8145 0.3285 0.01 0.18 0.30
C 5.5001 -4.2490 -0.0206 0.10 -0.21 0.10
C 2.3908 -4.4053 -2.5859 -0.11 -0.21 -0.08
H 2.4138 -1.7223 -3.2115 0.01 0.00 0.10
H 3.0557 -2.6536 -4.5803 -0.01 -0.01 0.06
H 4.1226 -1.6053 -3.6282 0.03 -0.01 0.06
H 4.7984 -5.2090 -2.6039 -0.10 0.04 0.02
H 4.5536 -4.5193 -4.1821 -0.06 0.04 0.00
H 6.8811 -4.3417 -2.9329 0.01 0.00 -0.02
H 6.3481 -3.0255 -3.9442 -0.04 0.04 0.02
H 7.1951 -2.6466 -1.4153 -0.05 0.01 0.15
H 6.0213 -1.5899 -2.1560 -0.13 -0.02 0.00
H 5.0614 -0.8423 -0.0810 -0.06 -0.03 -0.08
H 6.3952 -1.7679 0.6353 -0.01 0.00 0.01
H 4.7386 -1.9956 1.2173 -0.12 -0.07 -0.10
H 6.5156 -4.2258 0.3919 -0.01 0.03 -0.01
H 5.4405 -5.0991 -0.7018 0.00 0.02 0.02
H 4.8050 -4.4259 0.8003 -0.12 0.05 -0.08
H 2.2331 -4.7922 -3.5992 0.07 0.00 -0.02
H 1.4793 -3.9240 -2.2642 -0.20 0.17 0.18
H 2.5735 -5.2493 -1.9204 -0.01 0.07 0.08
```
Forces are in eV/Å.

Mulliken population analysis, charges in e, atoms 1 to 5: C -1.937; C -0.997; C -0.554; I 0.096; C 1.916